Entry 1:
Formula: C25H24F3N3O
Source: OMol25
Level of theory: wB97M-V/def2-TZVPD

```
56
Properties=species:S:1:pos:R:3:forces:R:3
N 0.4183 1.9433 0.1817 -0.248 0.184 0.152
H -0.2799 -0.6193 0.7310 -0.013 0.026 0.072
C -2.2397 -2.6825 0.3279 -0.072 0.092 -0.003
H 6.0054 1.8226 -2.8458 0.018 0.063 -0.079
C 4.6121 -0.1979 0.1079 -0.041 -0.035 0.037
C -1.7524 1.1751 -0.5942 0.124 0.335 -0.046
H -3.7546 2.2384 1.1468 0.092 0.054 0.008
F 3.7238 -0.2292 2.3164 0.008 0.265 -0.004
C -6.7841 0.1708 0.0045 -0.093 -0.042 0.005
H 1.0529 1.1103 2.0236 -0.002 0.050 -0.024
C 5.6181 1.2521 -2.0154 0.091 -0.155 0.145
H -1.9828 -4.4675 -2.5277 0.015 -0.066 -0.051
H -0.5640 2.7830 -1.4353 -0.066 -0.004 0.143
H -1.0069 -0.2499 2.3182 0.006 -0.045 -0.012
H -7.8927 1.9999 0.1107 -0.077 0.039 -0.016
C 0.1446 1.3701 1.4802 -0.011 -0.403 0.147
C 5.9101 -0.4208 -0.3360 -0.162 0.061 0.032
C -6.9304 1.5270 0.2393 -0.085 0.047 -0.009
H -5.9459 3.3267 0.8495 -0.007 0.084 0.013
C -2.2271 -3.6499 -1.8658 0.030 -0.090 -0.003
C -4.6045 1.6642 0.8121 -0.001 -0.019 0.006
H -0.3792 2.1357 2.0633 0.092 -0.100 0.040
H -7.6344 -0.4203 -0.3030 -0.070 -0.046 -0.023
O 1.6021 2.2595 -1.7099 0.105 0.047 -0.392
C 4.3293 1.4848 -1.5830 -0.190 0.129 -0.042
H -1.2751 3.1487 0.1603 -0.012 -0.008 -0.027
C -5.8374 2.2704 0.6501 -0.071 0.064 0.013
F 4.9625 -1.8868 1.7410 0.273 -0.038 -0.100
C 4.0904 -0.9996 1.2594 -0.157 -0.226 0.289
C -3.1576 -1.4651 -1.5150 0.019 -0.046 0.015
H 3.7090 2.2173 -2.0705 0.011 0.008 -0.014
H -3.0879 -2.4445 -3.4113 -0.016 0.002 -0.085
C -5.5503 -0.4352 0.1637 0.003 0.010 0.031
H -5.4473 -1.4958 -0.0149 -0.001 -0.064 -0.045
H -2.0063 -2.7577 1.3812 0.012 0.016 0.112
C 1.5142 1.7579 -0.6083 0.296 -0.027 0.171
C 6.4166 0.3019 -1.3972 0.089 -0.001 -0.059
C -0.7841 0.1606 1.3307 0.148 0.213 0.194
H 6.5167 -1.1646 0.1572 0.016 -0.039 0.035
H -3.6517 -0.5892 -1.9092 -0.049 0.071 -0.037
F 2.9738 -1.7040 0.9518 -0.093 0.013 -0.230
C -2.8571 -1.5363 -0.1587 0.028 -0.088 0.091
H -2.6955 1.5019 -1.0338 0.022 -0.018 -0.074
C -2.8465 -2.5147 -2.3607 -0.012 0.051 -0.096
H 2.2439 0.4542 0.7738 0.069 0.088 -0.119
C -1.9272 -3.7328 -0.5174 0.070 -0.121 -0.028
H -1.2820 0.4388 -1.2689 -0.074 0.074 0.024
C -0.8108 2.3739 -0.4559 -0.178 -0.076 -0.435
H -3.1077 -0.7428 1.8016 0.062 -0.007 -0.156
C -3.1037 -0.3633 0.7687 0.106 -0.033 0.115
N -2.0163 0.6170 0.7202 -0.034 -0.072 0.114
C 3.7958 0.7649 -0.5122 0.483 -0.075 -0.230
C -4.4434 0.3090 0.5532 -0.064 0.029 0.045
N 2.5161 0.9850 -0.0362 -0.528 -0.074 0.408
H 7.4240 0.1241 -1.7377 0.103 -0.018 -0.039
H -1.4482 -4.6162 -0.1213 0.034 -0.076 0.025
```
Forces are in eV/Å.

## Properties
Gap between HOMO and LUMO (eV): 9.212
Energy (Ha): -1506.2269
Structure (SMILES): O=C(Nc1ccccc1C(F)(F)F)N1CCN(C(c2ccccc2)c2ccccc2)CC1
LUMO energy (eV): 0.682
E_HOMO (eV): -8.5
M (g/mol): 439.481

Entry 2:
Formula: CH5N3S
Source: OMol25
Level of theory: wB97M-V/def2-TZVPD

```
10
Properties=species:S:1:pos:R:3:forces:R:3
H 0.6691 2.7822 -1.7398 -1.147 -2.682 1.147
S -0.0437 1.4005 -1.6523 1.051 1.423 -0.610
H 0.0894 -2.8128 2.3873 -2.774 3.362 -0.446
H 1.6705 0.1057 -0.0981 -3.773 1.439 -2.424
N 0.5464 0.4300 -0.4019 6.566 -0.655 0.825
N 0.1870 -1.3309 1.0284 1.218 -2.448 1.914
N -0.4896 -1.8286 2.2233 5.265 -2.307 -0.408
H -1.0161 0.1687 0.7057 -4.614 2.109 1.266
C -0.1593 -0.2712 0.5049 -0.185 0.185 -0.650
H -1.4647 -1.9176 2.2042 -1.607 -0.427 -0.615
```
Forces are in eV/Å.

## Properties
Gap between HOMO and LUMO (eV): 8.535
Energy (Ha): -603.4016
Structure (SMILES): N/N=C/NS
LUMO energy (eV): 0.456
E_HOMO (eV): -8.1
Energy relative to the best compared isomer or geometry (same formula, charge and spin) (kcal/mol): 90.6
M (g/mol): 91.139

Q: E_HOMO of number 1 (C25H24F3N3O)?
A: -8.5 eV

Q: Number 2 is which compound?
A: CH5N3S

Q: Which formula does entry 2 have?
A: CH5N3S

Q: Which value of M does entry 2 give?
A: 91.139 g/mol